[1]
Formula: C14H22F6Na3O18S2
Source: OMol25
Level of theory: the ωB97M-V functional and the def2-TZVPD basis

Geometry as XYZ:
```
65
Properties=species:S:1:pos:R:3:forces:R:3
Na -2.3654 2.4553 -1.2884 -0.10 -0.46 -0.35
Na -1.9525 -3.1462 -1.9776 0.15 0.77 -0.32
Na -3.8026 -0.1841 3.0794 0.45 0.31 0.16
C -4.1053 0.1326 -4.7769 -0.30 -0.60 0.53
F -4.9743 1.1803 -4.9609 1.58 -1.62 -0.32
F -4.7736 -1.0460 -4.8185 0.17 1.28 -0.20
F -3.1257 0.0454 -5.7297 -1.51 0.82 1.43
S -3.4065 0.2648 -2.9800 0.82 -1.40 1.60
O -2.1973 1.1074 -3.1379 -1.37 -0.62 -0.08
O -4.4061 0.8024 -2.0528 0.36 1.07 -1.21
O -3.1702 -1.1308 -2.5232 0.61 0.79 -1.50
C 0.6568 -0.0806 1.3558 -0.07 -1.04 -1.66
F 0.5956 1.0017 2.0790 -0.70 0.43 1.99
F 1.4514 0.2830 0.3727 0.46 -0.39 -1.62
F 1.3212 -1.1077 1.9846 -1.60 1.13 -0.26
S -1.1532 -0.5303 0.5769 1.62 -0.38 -0.82
O -0.9133 -1.9305 0.1595 -0.55 2.00 -0.62
O -2.0029 -0.4893 1.7522 -0.73 0.56 0.60
O -1.4782 0.5254 -0.4483 1.19 -2.34 2.50
C -0.4559 -0.2592 5.4193 -1.05 0.15 -0.28
C 0.7253 -1.1780 5.2229 0.53 0.90 1.17
O 1.7178 -0.5110 6.1147 0.27 0.06 -0.98
C 1.2925 0.6990 6.5339 1.72 3.24 1.91
O 1.9351 1.5714 7.1874 -2.66 -4.23 -2.91
O 0.0048 0.8990 6.1157 0.47 -0.51 0.66
H -1.2335 -0.8433 5.9116 -0.28 0.68 0.60
H -0.8727 0.1753 4.5107 0.02 -0.52 -0.28
H 0.8912 -1.2249 4.1466 1.31 0.06 0.37
H 0.6551 -2.1773 5.6525 -0.35 0.15 -0.21
C -1.2448 2.9461 3.1751 0.81 -1.19 0.41
O -2.3176 3.5294 3.9056 -0.06 2.07 -1.10
C -3.2026 2.8719 4.5920 1.11 -1.65 1.50
O -3.2282 1.6387 4.6497 -0.96 0.13 -0.95
O -3.8741 3.6775 5.3931 1.21 0.26 -0.58
C -5.2263 3.3949 5.7152 -0.39 0.41 -0.86
H -1.5270 2.2031 2.4290 -0.56 -0.25 0.42
H -0.5745 2.5198 3.9215 0.01 -0.37 -0.17
H -0.6237 3.6368 2.6048 -0.69 0.89 0.46
H -5.7308 3.9335 4.9131 -0.80 -0.29 0.20
H -5.4631 3.8978 6.6528 0.16 -0.48 0.01
H -5.4208 2.3236 5.6643 -0.11 0.15 0.40
C 6.4840 -0.9882 -4.7960 -1.63 -0.37 0.36
O 5.7053 -0.1599 -3.8573 0.74 0.41 0.35
C 5.7425 -0.3910 -2.5122 -0.58 -0.52 -1.87
O 6.4377 -1.2010 -1.9769 0.29 0.13 0.57
O 4.7568 0.3484 -1.9743 -0.49 0.49 1.08
C 4.7182 0.3879 -0.4995 0.85 -1.02 -0.46
H 5.7102 -1.6647 -5.1588 0.33 -0.61 0.10
H 7.3217 -1.5330 -4.3606 -0.15 0.36 0.15
H 6.7262 -0.4401 -5.7065 0.34 0.65 0.65
H 5.6436 0.8764 -0.1944 -0.23 -0.10 0.33
H 4.6605 -0.6320 -0.1193 0.56 -0.14 -0.12
H 3.8398 0.8313 -0.0306 -0.04 0.70 -1.14
C -0.1072 -2.8391 -6.8865 -1.71 -2.32 -0.24
O 0.3566 -1.9898 -5.9097 0.26 1.88 2.94
C 0.1222 -2.1984 -4.5691 1.54 -1.55 -0.73
O -0.6261 -3.0718 -4.0887 1.33 2.39 -0.56
O 1.0824 -1.4453 -3.9394 -1.13 -1.20 -1.37
C 1.3872 -1.6238 -2.5639 -0.79 0.92 0.88
H 0.0079 -3.8501 -6.4957 0.38 -0.34 -0.49
H 0.3756 -2.7014 -7.8540 0.38 0.28 0.50
H -1.1834 -2.7948 -7.0537 -0.17 0.59 0.05
H 0.5080 -1.2683 -2.0265 0.02 -0.35 0.45
H 2.1849 -0.9269 -2.3071 0.03 0.05 -0.46
H 1.7212 -2.6015 -2.2166 -0.34 -0.31 -0.61
```
Forces are in eV/Å.

Output
Net charge: +1


[2]
Formula: C14H22F7N4O7
Source: OMol25
Level of theory: the ωB97M-V functional and the def2-TZVPD basis

Geometry as XYZ:
```
54
Properties=species:S:1:pos:R:3:forces:R:3
N 2.8673 -2.8447 1.0969 -1.06 -0.44 -0.64
C 3.2505 -1.6333 0.6616 1.28 -0.72 0.89
N 4.5225 -1.1684 0.8526 -1.61 1.71 -0.94
C 4.4461 0.0317 0.2572 0.08 -2.08 1.14
F 5.4262 0.8546 0.2074 -0.10 0.40 -0.29
N 3.2532 0.2692 -0.2787 0.23 1.67 -0.89
N 2.4547 -0.7863 -0.0102 0.48 -1.24 0.70
C 1.0292 -0.8785 -0.4220 -0.36 1.15 -1.48
O 0.3700 0.2863 -0.0380 0.16 -1.56 0.39
C -0.4027 0.1550 1.1765 -0.08 1.79 1.12
O -1.6586 0.7047 0.9213 0.28 -1.15 0.45
C -2.7217 -0.2512 0.9794 -0.90 -0.33 -0.93
C -2.5382 -1.4897 0.0766 -0.97 -0.54 0.33
O -2.6453 -1.1938 -1.3184 0.30 -0.24 0.60
H 3.0902 -3.2261 2.0055 0.44 0.23 -0.32
H 2.3267 -3.4165 0.4575 0.01 0.08 0.50
H 2.9445 1.0857 -0.8040 -0.08 -0.29 0.19
H 1.0357 -0.8912 -1.5345 -0.05 -0.15 0.67
H 0.5787 -1.8166 -0.0529 0.53 0.42 0.10
H -0.4215 -0.8700 1.5983 -0.03 0.28 -0.65
H 0.0749 0.8022 1.9492 -0.18 -0.33 -0.58
H -2.9662 -0.5907 2.0099 0.55 0.24 -0.40
H -3.6281 0.2765 0.6132 0.65 -0.21 0.20
H -3.3877 -2.1759 0.3170 0.58 0.45 0.23
H -1.6182 -2.0780 0.3116 -0.35 0.47 -0.17
H -2.9333 -2.0314 -1.7094 0.13 0.45 -0.24
C -0.4549 5.2818 3.1255 -0.29 -0.15 0.16
C 0.7755 4.7722 3.8474 0.05 0.36 -0.63
O 0.4704 4.4389 5.2119 -0.02 -0.35 0.42
C -0.0902 3.2488 5.4156 0.35 0.50 -0.88
O -0.3552 2.4544 4.5579 -0.06 -0.23 0.34
C -0.3113 3.0195 6.9136 -0.38 -0.15 1.37
F -0.8405 4.0951 7.5145 0.12 -0.08 -0.39
F 0.8491 2.7476 7.5368 -0.03 0.06 -0.43
F -1.1355 1.9930 7.1450 0.19 0.15 -0.43
H -0.8964 6.1189 3.6680 0.12 0.06 -0.06
H -0.2006 5.6084 2.1169 0.04 0.01 0.04
H -1.2193 4.5067 3.0551 0.09 -0.03 -0.07
H 1.5323 5.5548 3.8839 -0.04 -0.05 0.32
H 1.2195 3.9180 3.3334 -0.14 -0.12 0.18
C -2.2377 -1.8428 -6.9035 -0.10 -0.32 0.23
C -0.8596 -1.4335 -6.4281 -0.31 0.34 -0.71
O -0.6054 -1.9278 -5.0971 0.32 -0.26 0.57
C -0.2138 -3.1982 -5.0096 -0.24 0.75 -1.07
O -0.0645 -3.9417 -5.9315 0.14 -0.32 0.50
C 0.0612 -3.5611 -3.5474 0.01 -0.67 1.03
F -0.9054 -3.1212 -2.7186 0.13 0.09 -0.28
F 1.2218 -3.0163 -3.1091 -0.10 0.15 -0.23
F 0.1609 -4.8765 -3.3605 -0.02 0.30 -0.36
H -2.9990 -1.5228 -6.1900 0.04 0.14 -0.07
H -2.4550 -1.3998 -7.8751 0.05 0.02 0.04
H -2.3175 -2.9270 -6.9928 0.08 0.04 -0.10
H -0.7968 -0.3477 -6.3700 0.06 -0.08 0.32
H -0.0810 -1.7652 -7.1159 0.01 -0.20 0.19
```
Forces are in eV/Å.

Output
Net charge: +1


[3]
Formula: C14H22FN3O7
Source: OMol25
Level of theory: the ωB97M-V functional and the def2-TZVPD basis

Geometry as XYZ:
```
47
Properties=species:S:1:pos:R:3:forces:R:3
C 4.5250 -0.8397 2.7735 0.80 -1.55 -0.81
C 4.1921 -1.9902 1.8901 -0.69 1.76 0.43
C 4.8243 -2.3010 0.4108 5.46 -5.90 0.08
O 5.6947 -3.3455 0.3356 -5.69 6.50 0.01
O 4.5131 -1.6110 -0.8486 0.76 -0.18 4.45
C 4.2804 -0.1711 -0.6641 -1.71 1.90 -0.98
C 2.6757 0.1089 -0.3083 0.42 0.02 0.41
C 1.9681 1.2208 -1.2815 0.13 0.75 0.25
C 0.5332 1.8198 -0.6861 0.13 0.18 0.36
C -0.1851 0.8441 0.4172 -0.47 0.57 0.42
C -0.6565 -0.6210 -0.1583 -0.17 0.15 -0.38
C -2.0969 -0.4166 -0.9601 0.02 -0.35 -1.56
C -2.2199 -1.5933 -2.1167 -2.29 -1.49 1.20
N -3.1692 -2.5354 -1.7800 1.94 4.10 0.37
C -3.7384 -2.1615 -0.4020 0.54 -1.51 2.94
C -3.4828 -0.5696 -0.0979 -0.23 -0.78 -1.71
F -4.5804 0.1283 -0.8140 2.34 -1.25 1.40
C -3.4872 -0.0329 1.4552 0.65 0.15 -0.99
O -4.5233 -0.8461 2.1654 1.64 -0.07 -3.16
N -5.2022 -0.0166 2.9777 2.53 0.94 5.52
O -4.5082 0.1243 3.9972 -3.17 0.27 -3.08
H 3.8519 0.0958 2.9833 0.38 -2.85 0.82
H 5.5418 -0.9041 3.3750 -1.26 1.19 -2.60
H 3.3963 -2.7680 2.3206 0.58 2.33 -2.06
H 4.9734 0.3486 0.1224 -1.16 -1.31 -1.51
H 4.4465 0.3339 -1.7334 -0.04 -1.35 2.38
H 2.6010 0.5116 0.7929 0.17 -0.80 -2.12
H 2.1685 -0.9504 -0.3144 0.85 2.09 -0.10
H 2.7039 2.1593 -1.3045 -1.56 -2.09 -0.16
H 1.8170 0.8651 -2.3970 0.47 0.49 2.31
H -0.2175 2.0992 -1.5670 1.74 -0.49 1.96
H 0.7537 2.8488 -0.1265 -0.68 -2.30 -1.35
H -1.1623 1.4193 0.7852 2.03 -1.16 -0.82
H 0.4819 0.7226 1.3981 -1.38 0.04 -2.28
H 0.0973 -1.0341 -0.9861 -1.48 0.89 2.03
H -0.7815 -1.4124 0.7215 0.26 1.58 -2.03
H -2.0775 0.5726 -1.5869 0.04 -1.59 1.40
H -1.6112 -1.6564 -3.1164 -1.24 0.06 2.13
H -3.5174 -3.3847 -2.2855 0.80 1.26 0.36
H -4.7781 -2.6262 -0.1164 1.85 1.31 -1.21
H -3.0006 -2.7580 0.3127 -1.50 1.33 -1.14
H -3.7974 1.1185 1.4187 0.62 -2.60 0.03
H -2.4372 -0.1402 2.0030 -2.35 0.10 -1.32
N -1.2022 4.8361 -1.7511 -0.51 0.84 -0.45
O -1.8920 5.8046 -2.1106 0.04 -0.09 0.05
O -0.3650 4.3475 -2.5279 0.51 -0.52 -0.39
O -1.3495 4.3563 -0.6149 -0.11 -0.57 0.87
```
Forces are in eV/Å.


[4]
Formula: C14H22N
Source: OMol25
Level of theory: the ωB97M-V functional and the def2-TZVPD basis

Geometry as XYZ:
```
37
Properties=species:S:1:pos:R:3:forces:R:3
C -0.4882 -3.2070 3.2317 -0.37 -0.08 0.11
C 3.0323 -0.4998 -0.5746 3.98 1.52 0.60
C 2.6916 0.4958 0.5790 -3.06 -2.45 0.17
C 1.8209 -1.2824 -0.8128 -1.27 -2.34 -1.03
C -1.3753 2.1938 -1.2448 -2.12 0.06 1.57
C -2.1513 0.9114 -1.4508 -1.32 -2.25 -0.77
C 0.5015 2.0631 0.4788 -1.43 -0.78 1.18
C -1.6948 0.9683 0.9971 0.85 -1.00 -2.62
C -1.0501 2.1980 0.2870 0.77 0.31 0.47
C 1.0884 0.6826 0.5812 0.59 -2.08 -0.44
C -1.8227 -0.0870 -0.1831 0.60 2.79 -0.19
C 0.7022 -0.3120 -0.5868 0.30 1.66 -1.62
C -0.6337 -0.8583 -0.5826 -1.09 2.18 1.42
C -0.9886 -2.2001 -0.7943 3.69 -1.05 -0.92
N -0.6803 -3.2210 2.1104 0.15 0.08 -0.54
H -0.4480 -3.2164 4.2836 0.27 -0.01 0.68
H 3.5455 0.0673 -1.4146 -1.63 -0.43 0.29
H 3.9681 -1.0499 -0.2984 -1.12 -0.23 0.20
H 2.9790 0.1085 1.5485 0.12 -0.10 0.12
H 3.0636 1.4270 0.4679 1.71 2.91 -0.49
H 1.6782 -1.7706 -1.7855 0.55 0.72 -0.46
H 1.6913 -2.2230 -0.2542 0.40 0.61 0.97
H -0.5704 2.3463 -1.9041 1.61 -0.40 -0.45
H -1.9963 3.0390 -1.5465 -0.37 -0.01 0.39
H -3.2710 1.0180 -1.5584 1.09 0.16 0.81
H -1.9651 0.3612 -2.3953 0.42 0.40 0.29
H 1.0060 2.7005 -0.1608 1.05 1.05 -1.79
H 0.6588 2.4992 1.4239 0.48 0.57 1.48
H -0.9599 0.5005 1.6570 -1.06 0.59 0.81
H -2.7360 0.9607 1.3175 0.36 0.85 0.62
H -1.3434 3.1369 0.8144 0.14 -0.60 -0.69
H 0.6362 0.1824 1.4340 0.75 0.18 0.50
H -2.5962 -0.7344 0.1634 -0.75 -0.67 -0.69
H 0.8534 0.4327 -1.4491 -0.97 -0.89 0.51
H -0.8747 -2.7014 0.1637 0.16 -0.23 0.60
H -0.3131 -2.6819 -1.4943 -0.05 -0.43 -0.07
H -1.9580 -2.2482 -1.0481 -3.44 -0.61 -1.03
```
Forces are in eV/Å.

Output
Net charge: +1
Energy above the lowest of the compared OMol25 structures with the same formula, charge and spin: 4.153 eV


[5]
Formula: C14H22N2O3S
Source: OMol25
Level of theory: the ωB97M-V functional and the def2-TZVPD basis

Geometry as XYZ:
```
42
Properties=species:S:1:pos:R:3:forces:R:3
C -5.5706 0.0387 -0.0844 0.11 -0.12 0.23
H -5.8328 -0.6136 -0.9151 -0.07 -0.04 -0.12
H -6.4786 0.2702 0.4663 -0.11 0.09 -0.04
H -5.1771 0.9707 -0.4844 -0.02 0.13 -0.08
C -4.5585 -0.6404 0.8316 0.08 -0.04 -0.25
C -3.3016 -1.0958 0.0874 -0.11 -0.12 0.37
N -2.5273 0.0142 -0.4253 -0.41 0.02 -0.24
C -1.3687 0.4159 0.1352 -0.08 0.19 -0.38
O -0.8310 -0.1864 1.0433 0.14 -0.06 0.22
C -0.7780 1.6892 -0.4715 -0.11 0.06 0.36
N 0.6445 1.6271 -0.6336 0.27 0.46 0.61
S 1.5958 2.4101 0.4779 0.14 -0.10 0.32
O 2.8450 2.7160 -0.1577 0.07 -0.25 -0.08
O 0.8187 3.4967 1.0087 -0.22 -0.17 0.16
C 1.8842 1.2266 1.8055 -0.18 0.50 -0.53
H 2.0501 1.7938 2.7117 0.08 0.20 0.11
H 0.9986 0.6072 1.8868 -0.08 -0.04 0.03
H 2.7524 0.6374 1.5465 0.17 -0.15 -0.10
C 1.2184 1.0581 -1.8205 0.35 -0.36 -0.41
H 2.2271 1.4687 -1.8819 -0.07 -0.10 -0.28
C 1.2735 -0.4781 -1.8193 0.00 0.31 -0.01
C 2.2431 -1.0108 -0.8026 -0.07 -0.12 -0.02
C 1.8083 -1.7852 0.2641 0.02 -0.05 -0.04
C 2.7090 -2.2657 1.1998 0.01 -0.06 0.05
C 4.0568 -1.9755 1.0806 0.04 -0.03 0.09
C 4.5005 -1.2063 0.0170 0.11 0.04 -0.02
C 3.6004 -0.7316 -0.9194 -0.04 -0.02 0.05
H 3.9563 -0.1388 -1.7491 0.05 0.10 -0.10
H 5.5513 -0.9782 -0.0843 0.08 0.02 -0.01
H 4.7601 -2.3485 1.8106 0.06 -0.03 0.06
H 2.3554 -2.8659 2.0250 -0.03 -0.05 0.08
H 0.7569 -2.0020 0.3750 -0.11 0.01 -0.01
H 0.2761 -0.8767 -1.6241 -0.01 -0.08 -0.09
H 1.5805 -0.7983 -2.8187 -0.09 -0.03 -0.02
H 0.6478 1.4002 -2.6943 0.06 0.05 0.11
H -1.2562 1.9268 -1.4298 0.07 0.01 0.08
H -0.9628 2.5101 0.2303 -0.30 -0.12 -0.16
H -2.9626 0.5864 -1.1307 0.20 0.04 0.00
H -2.6442 -1.6399 0.7688 -0.07 -0.01 -0.17
H -3.5765 -1.7500 -0.7462 0.04 -0.01 0.08
H -5.0171 -1.5185 1.2889 0.01 -0.01 0.07
H -4.2673 0.0420 1.6318 0.02 -0.06 0.08
```
Forces are in eV/Å.

Output
Energy above the lowest of the compared OMol25 structures with the same formula, charge and spin: 0.173 eV
SMILES string: CCCNC(=O)CN(CCc1ccccc1)S(C)(=O)=O


[6]
Formula: C14H22O7
Source: OMol25
Level of theory: the ωB97M-V functional and the def2-TZVPD basis

Geometry as XYZ:
```
43
Properties=species:S:1:pos:R:3:forces:R:3
O 4.9481 -1.0623 -4.4962 -0.69 1.72 0.94
O -0.1197 2.1106 -1.1600 1.40 -0.29 0.50
O 1.4864 -2.9625 -2.7613 -0.83 0.85 -0.98
O 2.6052 -2.3701 -5.6434 -0.04 -0.56 1.47
O 1.2474 1.0580 0.3675 -0.79 0.71 -0.11
O 2.9813 -1.6889 -0.8649 -0.18 3.03 -0.15
O 3.1897 -0.0963 -3.3317 3.44 -1.13 -1.66
C 3.8301 -1.1116 -4.0169 4.73 2.01 -1.61
C 0.1005 1.7012 -0.0350 -1.10 -0.38 -2.35
C 1.9842 -2.0606 -3.4123 -0.13 -2.87 3.89
C 3.1591 -2.3498 -4.3079 -4.02 0.59 -0.54
C -6.2681 -0.3363 4.9255 0.30 -2.26 -2.51
C -1.0368 1.6930 0.9174 -0.40 -1.31 3.60
C -4.9008 -0.2979 4.2629 -0.78 0.18 0.64
C -2.4940 1.9029 0.5045 0.16 -0.54 -1.17
C -4.9078 0.6423 3.1047 0.04 1.01 2.33
C -3.5593 1.9244 1.6354 1.90 -1.05 -1.28
C -3.6508 0.5331 2.3435 0.32 1.18 -1.96
C 2.2584 0.7824 -0.6041 1.90 -0.44 -0.74
C 2.0389 -0.6294 -1.2637 -1.01 -0.57 -0.29
C 2.0466 -0.6206 -2.8031 -2.30 -0.34 -0.38
H 3.1983 -1.8993 -6.1978 1.05 0.59 -1.05
H 2.4051 -2.3848 -0.6364 -0.74 -1.62 0.46
H 3.7874 -3.1846 -4.0370 -0.24 -0.39 0.01
H -6.9795 -0.5667 4.0736 0.31 0.34 1.24
H -6.5207 0.5385 5.4173 -0.57 1.79 0.87
H -6.2623 -1.1656 5.5945 -0.46 -0.55 0.77
H -1.1902 0.6487 1.2618 1.36 0.36 0.63
H -0.7686 2.3669 1.7993 -0.35 -1.02 -0.82
H -4.1320 -0.0262 4.9689 0.34 0.42 0.37
H -4.5950 -1.2792 3.9554 -0.11 -0.78 -0.40
H -2.4364 2.8235 -0.0071 -0.87 1.14 -1.06
H -2.7811 1.0549 -0.2082 0.39 1.31 0.64
H -5.0487 1.6830 3.5339 0.37 -0.87 -0.43
H -5.7836 0.5280 2.5103 -0.63 -0.43 -0.79
H -3.2873 2.6980 2.3640 -0.36 -0.08 -0.07
H -4.5106 2.1562 1.1123 0.40 -0.05 0.67
H -3.7402 -0.2859 1.5823 0.18 0.63 0.48
H -2.7550 0.3058 2.9510 -0.51 0.29 -0.08
H 3.2508 0.7540 -0.0588 -1.28 0.00 -0.42
H 2.3782 1.5673 -1.4001 -0.60 -0.59 0.86
H 0.9645 -0.8949 -1.0141 1.26 -0.07 0.00
H 1.2754 0.0004 -3.2391 -0.88 0.10 0.46
```
Forces are in eV/Å.

Output
SMILES string: CCCCCCCC(=O)OC[C@H](O)[C@H]1OC(=O)[C@H](O)C1=O


The calculation returns the following F_max values, one per record and in order: 5.782; 2.525; 8.643; 4.300; 0.805; 5.387 eV/A.
The calculation returns the following LUMO level values, one per record and in order: -3.58; -3.03; -2.98; -4.75; 0.58; -0.30 eV.
The calculation returns the following orbital gap values, one per record and in order: 8.814; 10.041; 3.759; 9.284; 9.663; 9.649 eV.